DFT (wB97M-V/def2-TZVPD) results for a cluster of 8 separate species, C52H69F21NO21P in total in a non-equilibrium geometry.

Geometry as XYZ:
```
165
Properties=species:S:1:pos:R:3:mulliken_charge:R:1
C 5.83606 -6.32886 2.41957 -0.61
C 5.04515 -7.05935 1.37769 -0.15
C 4.76477 -6.24955 -0.05849 -1.20
C 4.80411 -4.63251 0.35952 -0.35
C 3.35297 -4.02298 0.89790 0.39
C 1.96563 -4.88631 1.04260 -0.68
C 0.75907 -4.42879 0.02223 -0.47
C -0.73407 -4.37113 0.75440 -0.52
C -1.94715 -4.97064 -0.18463 -0.46
C -2.95941 -3.75241 -0.65872 -0.76
C -4.39083 -3.72339 0.17966 -0.29
C -5.50170 -3.06191 -0.87965 -0.49
C -7.01586 -2.96133 -0.25381 -0.65
C -7.06964 -2.12565 1.17281 -0.48
C -6.63406 -0.54455 1.01940 -0.65
C 3.31771 -2.44951 1.35749 0.25
C 4.69430 -1.56295 1.27633 -0.87
C 6.14710 -2.11530 0.75481 1.41
P 7.64650 -0.93278 0.77066 0.96
O 7.58351 -0.09035 2.14367 -0.60
O 7.56733 0.25728 -0.51132 -0.37
O 9.20325 -1.77714 0.83807 -0.46
C 6.19848 -3.71374 0.26554 0.04
C 7.61588 -4.37969 -0.30559 -0.56
C 7.93304 -3.61071 -1.74909 -0.37
O 9.32621 -3.14971 -1.87279 -0.32
C 9.37749 -1.75807 -2.40359 0.32
O 10.50710 -1.00763 -2.29505 -0.51
C 4.20172 -0.11668 1.87074 -0.04
O 4.78582 1.08204 1.94115 -0.51
N 2.81980 -0.27321 2.46573 -0.25
C 2.11213 -1.50357 1.94016 0.13
O 0.78532 -1.65246 1.96161 -0.50
H 5.35398 -5.49348 3.10955 0.23
H 6.99537 -6.50212 2.56463 0.25
H 4.63667 -8.13037 1.61407 0.33
H 5.57419 -6.49572 -0.87150 0.36
H 3.70531 -6.55560 -0.50712 0.38
H 1.55896 -4.67834 2.14438 0.41
H 2.11235 -6.04358 0.91931 0.26
H 1.01700 -3.36742 -0.40072 0.26
H 0.68039 -5.26675 -0.81040 0.33
H -0.75664 -4.98912 1.76594 0.35
H -1.04655 -3.26530 1.03413 0.17
H -2.60562 -5.69728 0.49102 0.28
H -1.58798 -5.54381 -1.14041 0.32
H -3.25632 -3.91674 -1.79817 0.35
H -2.43764 -2.68872 -0.60893 0.33
H -4.35081 -2.99351 1.11816 0.10
H -4.71101 -4.79550 0.53267 0.28
H -5.47686 -3.68548 -1.88712 0.33
H -5.07762 -1.98022 -1.14034 0.17
H -7.52105 -4.00192 -0.04375 0.28
H -7.73086 -2.40319 -1.02021 0.27
H -8.17988 -2.13416 1.58154 0.33
H -6.39006 -2.67348 1.98655 0.25
H -7.60987 0.04385 0.70031 0.14
H -5.83614 -0.38750 0.14831 0.22
H -6.20431 -0.09941 2.02710 0.22
H 6.93407 0.96670 -0.14029 0.33
H 9.04954 -2.47854 1.55554 0.35
H 7.50710 -5.53306 -0.55508 0.31
H 8.50289 -4.29097 0.46624 0.28
H 7.20163 -2.69454 -1.81910 0.34
H 7.70870 -4.30381 -2.68673 0.22
H 8.47140 -1.23140 -2.94031 0.32
H 2.83518 -0.42298 3.50065 0.31
C 11.92505 -7.02174 -4.47828 -1.26
C 10.89870 -5.92188 -4.27508 0.02
O 10.24157 -5.60518 -5.51091 -0.30
C 9.24250 -6.46182 -5.89893 0.39
O 8.90343 -7.45210 -5.25901 -0.52
C 8.60039 -5.98359 -7.20084 0.83
F 9.52128 -5.62946 -8.14294 -0.24
F 7.81058 -4.88813 -7.01124 -0.24
F 7.80822 -6.92741 -7.78352 -0.24
H 12.63214 -6.74571 -5.26703 0.32
H 12.47876 -7.21094 -3.55452 0.39
H 11.44830 -7.95504 -4.79215 0.33
H 11.40365 -5.00916 -3.94018 0.33
H 10.16712 -6.18650 -3.50219 0.21
C -11.17090 4.85808 0.15537 -0.92
C -9.73213 5.28778 0.37817 -0.39
O -9.25430 4.82444 1.64955 -0.27
C -8.86707 3.50932 1.70490 0.36
O -8.91449 2.74131 0.74937 -0.54
C -8.33940 3.16287 3.09684 0.90
F -9.14941 3.61869 4.09539 -0.24
F -7.10940 3.70429 3.32870 -0.28
F -8.20883 1.82134 3.29959 -0.24
H -11.80350 5.19096 0.98442 0.26
H -11.55980 5.27424 -0.77806 0.41
H -11.25600 3.76836 0.10924 0.34
H -9.67695 6.38176 0.39696 0.35
H -9.07611 4.94676 -0.43173 0.30
C -8.65941 6.47701 5.58291 -0.82
C -10.04240 6.15880 6.12183 -0.13
O -10.45998 7.15275 7.06898 -0.31
C -10.93874 8.32503 6.54069 0.39
O -11.01777 8.55134 5.33750 -0.52
C -11.38849 9.27146 7.65333 0.82
F -10.47670 9.36728 8.66350 -0.24
F -12.55488 8.86566 8.23183 -0.25
F -11.60325 10.54470 7.21678 -0.24
H -7.94549 6.59546 6.40424 0.33
H -8.30931 5.68154 4.91930 0.07
H -8.65900 7.41761 5.02423 0.29
H -10.01472 5.20245 6.65553 0.30
H -10.77884 6.05584 5.31582 0.29
C 10.55005 2.00588 -3.22539 -0.92
C 9.52370 3.10574 -3.02219 -0.14
O 8.86658 3.42244 -4.25802 -0.30
C 7.86750 2.56580 -4.64604 0.34
O 7.52843 1.57552 -4.00612 -0.53
C 7.22540 3.04403 -5.94795 0.89
F 8.14628 3.39816 -6.89005 -0.25
F 6.43558 4.13949 -5.75835 -0.26
F 6.43323 2.10021 -6.53063 -0.22
H 11.25715 2.28191 -4.01414 0.36
H 11.10376 1.81668 -2.30163 0.34
H 10.07330 1.07258 -3.53926 0.13
H 10.02866 4.01846 -2.68730 0.31
H 8.79212 2.84112 -2.24930 0.24
C 6.77148 -0.56892 5.44631 -0.79
C 6.34265 -1.41436 6.63193 -0.29
O 5.89974 -0.58358 7.71499 -0.30
C 4.62476 -0.08736 7.61138 0.39
O 3.87758 -0.31294 6.66482 -0.52
C 4.26754 0.73806 8.84712 0.84
F 5.25277 1.61397 9.19794 -0.24
F 4.04851 -0.04537 9.94168 -0.25
F 3.13950 1.48518 8.68223 -0.24
H 7.53003 0.15991 5.74916 0.28
H 7.17971 -1.19691 4.64963 0.23
H 5.92958 -0.00034 5.04037 0.22
H 7.20055 -1.98731 7.00064 0.34
H 5.56734 -2.13885 6.35518 0.30
C -16.33721 9.56790 1.74287 -1.11
C -16.29021 9.05324 0.31554 -0.18
O -15.14486 8.21197 0.11597 -0.31
C -15.25655 6.92339 0.57385 -0.02
O -16.25602 6.47889 1.12938 -0.52
C -13.98979 6.12908 0.25709 1.27
F -12.84972 6.80830 0.57314 -0.26
F -13.89423 5.82279 -1.06837 -0.26
F -13.92116 4.94414 0.92721 -0.27
H -15.40026 10.07225 1.99991 0.30
H -17.16622 10.26855 1.87538 0.37
H -16.46159 8.74736 2.45568 0.32
H -16.18809 9.89858 -0.37380 0.31
H -17.21236 8.52598 0.04311 0.32
C 4.39257 -0.99705 -6.75073 -1.10
C 3.36622 0.10281 -6.54753 -0.14
O 2.70910 0.41952 -7.78336 -0.31
C 1.71002 -0.43713 -8.17138 0.36
O 1.37095 -1.42741 -7.53146 -0.52
C 1.06792 0.04110 -9.47329 0.86
F 1.98880 0.39524 -10.41539 -0.24
F 0.27810 1.13656 -9.28369 -0.24
F 0.27575 -0.90272 -10.05597 -0.24
H 5.09967 -0.72102 -7.53948 0.30
H 4.94628 -1.18625 -5.82697 0.31
H 3.91582 -1.93035 -7.06460 0.40
H 3.87118 1.01553 -6.21264 0.27
H 2.63464 -0.16180 -5.77464 0.30
```

Summary:
- SMILES string = C=CCc1c(CCCCCCCCCC)c2c(c(P(=O)(O)O)c1CCOC=O)C(=O)NC2=O.CCOC(=O)C(F)(F)F.CCOC(=O)C(F)(F)F.CCOC(=O)C(F)(F)F.CCOC(=O)C(F)(F)F.CCOC(=O)C(F)(F)F.CCOC(=O)C(F)(F)F.CCOC(=O)C(F)(F)F
- DFT total energy (hartree) = -6095.4880
- largest force on an atom (Eh/bohr) = 0.185
- charge = 0
- 2S+1 = 1
- HOMO energy (eV) = -8.4